ORCA calculation (the ωB97M-V functional and the def2-TZVPD basis) on one molecule with the formula C5H12OS at a distorted geometry.

Last column: natural (NBO) charge in e.
Geometry (Å):
H1 -2.37218 0.24076 -0.10923  0.22
H2 0.55103 2.70470 0.30460  0.18
O1 -0.89527 2.52295 -1.11247  -0.73
H3 1.29409 -1.77984 -1.79564  0.22
H4 -0.57921 -0.84119 -1.23094  0.20
H5 -1.19117 -2.05966 -0.19101  0.22
C1 -0.02479 1.90986 -0.15012  -0.07
H6 2.40248 -2.74861 -0.82535  0.22
C2 -0.78960 1.20893 0.95028  -0.43
H7 -1.88108 -0.56222 1.45896  0.21
H8 -1.44008 1.93305 1.44675  0.21
H9 2.71743 -1.01169 -0.99703  0.22
H10 -0.97353 1.95428 -1.87996  0.46
S1 0.95340 -1.37707 0.55710  0.15
H11 -0.05984 0.94566 1.72424  0.21
C3 1.94319 -1.77442 -0.92777  -0.73
C4 -1.55471 -0.05395 0.54975  -0.41
C5 -0.68316 -1.09744 -0.18543  -0.52
H12 0.68934 1.24943 -0.64697  0.17

The calculation puts the molar mass at 120.2 u. The calculation puts the HOMO-LUMO gap at 9.3466 eV. As for the SMILES: CSCCCCO. Its total charge is 0. The total energy is -671.1113 hartree. Its HOMO energy is -0.3132 Eh. Its lowest unoccupied orbital energy is 0.82 eV. The energy above the lowest of the compared OMol25 structures with the same formula, charge and spin is 0.598 eV.

ORCA calculation (the ωB97M-V functional and the def2-TZVPD basis) on a 2-piece molecular cluster, C5H12OS overall at a distorted geometry.

Last column: natural (NBO) charge in e.
Geometry (Å):
H1 0.61606 -0.34441 -2.01962  0.20
C1 1.87334 -0.33108 1.27183  -0.64
H2 1.74592 -1.46172 1.52283  0.23
H3 1.71656 1.88724 -0.86905  0.21
H4 0.10840 1.90472 -0.29090  0.22
C2 0.93761 0.16091 0.13184  -0.04
H5 1.16676 -1.79936 -1.16407  0.23
H6 -1.56565 -0.02397 -0.40739  0.10
H7 1.33559 2.05434 0.89379  0.22
H8 1.57361 0.10580 2.23762  0.22
O1 -4.60356 -0.23370 0.87473  -0.48
C3 -4.01016 -0.63966 -0.06057  0.30
H9 2.21024 -0.41146 -1.41258  0.20
C4 1.24832 -0.68389 -1.11118  -0.63
S1 -0.85917 -0.27777 0.69880  -0.11
H10 2.87907 0.04322 1.03661  0.22
H11 -4.12866 -1.60535 -0.66547  0.10
C5 1.04802 1.65266 -0.06701  -0.63
H12 -3.29232 0.00346 -0.60021  0.08

The calculation puts the molar mass at 120.2 u. The calculation puts the HOMO-LUMO gap at 9.8410 eV. As for the SMILES: CC(C)(C)S.C=O. Its total charge is 0. The total energy is -671.0558 hartree. Its HOMO energy is -0.3361 Eh. Its lowest unoccupied orbital energy is 0.70 eV. The energy above the lowest of the compared OMol25 structures with the same formula, charge and spin is 2.106 eV.

ORCA calculation (the ωB97M-V functional and the def2-TZVPD basis) on an isolated ion of composition C5H12OS and charge +1 at a distorted geometry.

Last column: natural (NBO) charge in e.
Geometry (Å):
H1 -0.69166 -0.04287 0.36326  0.22
H2 -0.98333 3.38773 -1.77144  0.49
C1 0.83511 1.26514 0.04294  -0.42
S1 0.56754 -2.82556 0.58675  0.84
C2 0.23640 -0.19254 -0.17581  -0.41
H3 2.19460 -1.21520 -0.00761  0.28
C3 -1.25227 -2.78464 0.26970  -0.76
H4 1.30325 1.22309 1.02292  0.21
H5 1.61328 1.47433 -0.69703  0.24
H6 -1.75274 -2.05456 0.91299  0.27
H7 -1.39132 -2.47910 -0.75529  0.28
C4 1.26281 -1.13811 0.54260  -0.58
H8 -1.21775 1.99640 0.04562  0.15
H9 -1.52885 -3.76626 0.66945  0.28
H10 -0.13753 3.25980 0.36674  0.19
H11 0.01214 -0.59467 -1.17000  0.22
O1 -0.21658 2.86257 -1.55811  -0.73
C5 -0.21340 2.33876 -0.22783  -0.07
H12 1.36030 -0.71430 1.54014  0.28

The calculation puts the molar mass at 120.2 u. The calculation puts the HOMO-LUMO gap (spin up / spin down) at 9.7804 / 4.8706 eV. Its total charge is +1. The total energy is -670.7732 hartree. Its HOMO energy (spin up / spin down) is -0.4841 / -0.4839 Eh. As for the multiplicity: 2. The expectation value of S² is 0.75. Its lowest unoccupied orbital energy (spin up / spin down) is -3.39 / -8.30 eV. The energy above the lowest of the compared OMol25 structures with the same formula, charge and spin is 1.023 eV.

ORCA calculation (the ωB97M-V functional and the def2-TZVPD basis) on a 2-piece molecular cluster, C5H12OS2 overall at a distorted geometry.

Last column: natural (NBO) charge in e.
Geometry (Å):
H1 2.18844 1.93381 -0.13534  0.23
H2 -2.17550 0.56548 2.81991  0.22
H3 -1.03513 0.60040 -4.07402  0.23
H4 -2.67812 0.89669 1.16785  0.24
H5 1.29095 0.35649 -0.36696  0.24
H6 0.45886 0.12178 -3.26199  0.20
C1 -0.12826 -1.06165 1.25662  -0.45
H7 -0.20606 1.62912 -2.79941  0.22
C2 -2.06514 0.22895 1.75117  -0.67
H8 0.95150 -1.10727 1.19711  0.19
S1 0.44068 1.57376 1.61205  0.21
H9 -2.72216 -0.73389 1.58162  0.23
C3 -0.65280 0.12115 1.55655  -0.12
H10 -0.59779 -2.10315 1.35278  0.22
H11 -0.62400 -2.08035 -1.78482  0.46
C4 1.72184 1.12536 0.36612  -0.76
C5 -0.43540 0.67163 -3.08588  -0.76
O1 -1.37345 -1.60127 -1.83270  -0.83
S2 -0.97902 -0.01393 -1.47433  0.49
H12 2.57938 0.62395 0.88227  0.21

The calculation puts the molar mass at 152.3 u. The calculation puts the HOMO-LUMO gap at 8.7912 eV. As for the SMILES: C=C(C)SC.CSO. Its total charge is 0. The total energy is -1069.2077 hartree. Its HOMO energy is -0.3002 Eh. Its lowest unoccupied orbital energy is 0.62 eV. The energy above the lowest of the compared OMol25 structures with the same formula, charge and spin is 3.060 eV.

ORCA calculation (the ωB97M-V functional and the def2-TZVPD basis) on a 2-piece molecular cluster, C5H12OSi overall at a distorted geometry.

Last column: natural (NBO) charge in e.
Geometry (Å):
H1 -0.59487 2.10496 0.07117  0.20
C1 0.98431 1.18326 -1.97318  -0.61
H2 1.39314 2.08360 -1.51989  0.20
H3 2.24571 -2.05601 -0.59662  0.51
H4 -0.89333 -0.40419 3.24821  0.16
H5 -1.75568 -2.37193 1.03127  0.19
C2 -0.91833 -0.95676 2.32957  -0.39
H6 -1.62449 1.49217 -1.21952  0.21
C3 0.20577 0.37000 -0.93666  -0.69
Si1 1.34408 -0.21963 0.47053  1.59
H7 -1.52428 0.63288 0.32822  0.24
C4 -1.79299 -1.85740 1.97746  -0.52
H8 -0.21440 -0.50501 -1.44621  0.23
H9 0.32764 1.48642 -2.78671  0.21
H10 2.18148 0.72729 1.17633  -0.22
O1 2.41018 -1.35912 0.03606  -1.10
H11 -2.62141 -2.16409 2.61612  0.18
H12 1.80794 0.61329 -2.39887  0.21
C5 -0.96047 1.20027 -0.40728  -0.61

The calculation puts the molar mass at 116.2 u. The calculation puts the HOMO-LUMO gap at 8.0359 eV. Its total charge is 0. The total energy is -562.3417 hartree. Its HOMO energy is -0.2804 Eh. Its lowest unoccupied orbital energy is 0.41 eV. The energy above the lowest of the compared OMol25 structures with the same formula, charge and spin is 3.207 eV.

ORCA calculation (the ωB97M-V functional and the def2-TZVPD basis) on one molecule with the formula C5H12P2S at a distorted geometry.

Last column: natural (NBO) charge in e.
Geometry (Å):
H1 0.82562 -2.45874 0.01473  0.26
C1 2.18669 0.94714 0.58447  -0.39
P1 -0.08543 -0.20773 -0.17179  0.94
H2 0.78705 -0.38985 2.01600  0.24
H3 0.34510 1.26314 1.71675  0.24
H4 2.84915 0.22312 0.28558  0.21
C2 -0.14539 -2.00202 -0.17537  -0.99
H5 1.10203 2.46825 -0.01934  0.21
S1 -2.10565 0.22463 0.64778  -0.13
H6 -0.87473 -2.38680 0.45229  0.24
H7 -3.08987 -1.55280 -0.50241  0.21
C3 -3.19331 -0.49700 -0.66071  -0.72
C4 0.86150 0.41828 1.30409  -0.72
H8 2.66085 1.60339 1.28260  0.20
H9 -0.66959 -2.20283 -1.15936  0.25
H10 -2.58589 -0.20788 -1.59716  0.23
H11 2.57661 2.33378 -1.03422  0.24
P2 0.94182 0.61767 -1.80868  -0.06
C5 1.74636 1.77626 -0.58131  -0.68
H12 -4.13291 0.03000 -0.59392  0.24

The calculation puts the molar mass at 166.2 u. The calculation puts the HOMO-LUMO gap at 7.6614 eV. As for the SMILES: CS[P@@]1(C)=PCCC1. Its total charge is 0. The total energy is -1278.5493 hartree. Its HOMO energy is -0.2613 Eh. Its lowest unoccupied orbital energy is 0.55 eV. The energy above the lowest of the compared OMol25 structures with the same formula, charge and spin is 1.036 eV.

Q: What is the formula in the second record?
A: C5H12OS

Q: Look up the energy above the lowest of the compared OMol25 structures with the same formula, charge and spin of the third one.
A: 1.023 eV

Q: Which value of energy above the lowest of the compared OMol25 structures with the same formula, charge and spin does entry 6 give?
A: 1.036 eV

Q: energy above the lowest of the compared OMol25 structures with the same formula, charge and spin of number 1 (C5H12OS)?
A: 0.598 eV